P | The following is a DFT calculation (ωB97M-V with the def2-TZVPD basis set) of C24H29N3O6S in the gas phase.

Its structure (SMILES) is CCN(CC)S(=O)(=O)c1ccc(C(=O)NCCc2cc3c(OC)ccc(OC)c3[nH]c2=O)cc1. The value obtained for the LUMO energy is 0.301 eV. Its gap between HOMO and LUMO is 8.5 eV.

Atoms and positions in Å:
C 6.579 -2.357 0.980
C 5.312 -1.684 1.500
N 4.154 -1.915 0.663
C 4.061 -1.228 -0.607
C 3.079 -0.061 -0.534
S 3.527 -3.464 0.665
O 3.869 -4.175 -0.537
O 3.851 -4.064 1.925
C 1.781 -3.072 0.620
C 1.239 -2.410 1.704
C -0.091 -2.025 1.677
C -0.867 -2.304 0.554
C -2.293 -1.864 0.421
O -2.762 -1.556 -0.660
N -3.022 -1.902 1.560
C -4.356 -1.355 1.612
C -4.365 0.080 2.174
C -3.449 0.938 1.354
C -3.847 1.588 0.238
C -2.929 2.300 -0.586
C -3.323 2.982 -1.764
O -4.653 2.959 -2.044
C -5.100 3.578 -3.225
C -2.361 3.610 -2.525
C -1.015 3.584 -2.152
C -0.606 2.933 -1.010
O 0.683 2.848 -0.546
C 1.694 3.474 -1.297
C -1.578 2.288 -0.218
N -1.209 1.641 0.927
C -2.051 0.956 1.765
O -1.610 0.413 2.770
C -0.301 -2.966 -0.533
C 1.025 -3.358 -0.500
H 7.403 -2.184 1.668
H 6.856 -1.972 0.001
H 6.404 -3.426 0.896
H 5.062 -2.096 2.479
H 5.452 -0.603 1.594
H 3.729 -1.954 -1.354
H 5.047 -0.862 -0.911
H 3.042 0.451 -1.493
H 3.391 0.646 0.230
H 2.081 -0.415 -0.288
H 1.869 -2.199 2.553
H -0.496 -1.460 2.503
H -2.540 -2.006 2.440
H -4.983 -2.002 2.231
H -4.732 -1.351 0.586
H -5.384 0.463 2.148
H -4.006 0.064 3.205
H -4.881 1.565 -0.072
H -6.176 3.415 -3.253
H -4.643 3.127 -4.112
H -4.898 4.654 -3.217
H -2.622 4.135 -3.429
H -0.303 4.089 -2.785
H 1.766 3.050 -2.303
H 1.529 4.554 -1.368
H 2.621 3.286 -0.759
H -0.223 1.650 1.163
H -0.917 -3.155 -1.399
H 1.488 -3.876 -1.325

These are the Mulliken partial charges, in e, on atoms 1 to 4: atom 1 (C): -1.018, atom 2 (C): -0.682, atom 3 (N): 0.375, atom 4 (C): -1.027

***

Q | The following is a DFT calculation (ωB97M-V with the def2-TZVPD basis set) of C24H29N3O6S in the gas phase.

Its structure (SMILES) is COc1ccc(NC(=O)CN(c2ccc(C(C)C)cc2)S(=O)(=O)c2c(C)noc2C)cc1OC. The value obtained for the LUMO energy is 0.532 eV. Its gap between HOMO and LUMO is 8.1 eV.

Atoms and positions in Å:
C 7.459 -0.427 1.843
O 6.788 0.581 1.121
C 5.549 0.375 0.590
C 5.059 1.457 -0.136
C 3.823 1.444 -0.751
C 3.038 0.306 -0.645
N 1.770 0.179 -1.228
C 1.047 1.101 -1.891
O 1.399 2.224 -2.185
C -0.351 0.567 -2.269
N -1.150 0.179 -1.124
C -1.734 1.160 -0.304
C -2.714 0.790 0.613
C -3.319 1.736 1.416
C -2.983 3.081 1.326
C -3.649 4.121 2.193
C -5.150 4.190 1.901
C -3.397 3.838 3.675
C -2.010 3.441 0.404
C -1.386 2.504 -0.399
S -0.982 -1.373 -0.542
O -0.666 -1.372 0.855
O -0.061 -2.047 -1.420
C -2.558 -2.139 -0.769
C -3.297 -2.233 -1.984
C -2.943 -1.656 -3.299
N -4.381 -2.929 -1.784
O -4.395 -3.312 -0.483
C -3.305 -2.850 0.137
C -3.100 -3.145 1.571
C 3.506 -0.787 0.079
C 4.745 -0.776 0.703
O 5.216 -1.842 1.429
C 4.403 -2.981 1.561
H 6.922 -0.701 2.753
H 8.422 0.010 2.108
H 7.620 -1.321 1.236
H 5.692 2.327 -0.205
H 3.473 2.298 -1.304
H 1.346 -0.737 -1.118
H -0.881 1.337 -2.837
H -0.225 -0.322 -2.889
H -2.998 -0.244 0.706
H -4.071 1.413 2.119
H -3.210 5.095 1.952
H -5.321 4.395 0.846
H -5.611 4.981 2.487
H -5.636 3.250 2.151
H -3.851 2.897 3.973
H -3.820 4.632 4.286
H -2.329 3.780 3.872
H -1.721 4.478 0.310
H -0.625 2.834 -1.086
H -3.660 -1.987 -4.044
H -1.942 -1.978 -3.579
H -2.955 -0.568 -3.244
H -3.003 -4.220 1.717
H -2.198 -2.644 1.913
H -3.959 -2.806 2.147
H 2.869 -1.654 0.151
H 4.205 -3.452 0.592
H 4.973 -3.670 2.184
H 3.454 -2.747 2.053

These are the Mulliken partial charges, in e, on atoms 1 to 4: atom 1 (C): -0.722, atom 2 (O): -0.472, atom 3 (C): 0.273, atom 4 (C): -0.773

***

Q: What are the energies relative to the best structure? A: P 0.0; Q 56.6, in kcal/mol.